# 1
C4H10N2O | wB97M-V/def2-TZVPD

CARTESIAN COORDINATES (ANGSTROEM)
N (-2.517, -0.109, -0.274)
C (-1.522, -0.859, 0.491)
N (-0.162, -0.563, 0.008)
C (0.280, 0.874, 0.292)
C (1.832, 0.766, 0.316)
C (2.336, 0.047, -0.852)
O (1.755, -0.094, -1.948)
H (-2.849, -0.889, -0.987)
H (-3.377, 0.161, 0.179)
H (-1.919, -1.907, 0.621)
H (-1.431, -0.578, 1.626)
H (-0.123, -0.655, -0.985)
H (-0.190, 1.557, -0.423)
H (-0.088, 0.929, 1.314)
H (2.405, 1.649, 0.381)
H (2.200, 0.041, 1.062)
H (3.369, -0.372, -0.820)

Properties
SMILES: NCNCCC=O
Gap between HOMO and LUMO, eV: 10.162
Strongest force on any atom, eV/A: 4.74
2S+1: 1

Computed natural (NBO) charges, given in elementary charges:
1. N -0.867
2. C -0.064
3. N -0.649
4. C -0.229
5. C -0.523
6. C 0.448
7. O -0.562
8. H 0.349
9. H 0.366
10. H 0.183
11. H 0.164
12. H 0.374
13. H 0.217
14. H 0.200
15. H 0.239
16. H 0.235
17. H 0.121

# 2
C3H5Cl2N2O3P | wB97M-V/def2-TZVPD

CARTESIAN COORDINATES (ANGSTROEM)
C (2.063, 0.198, -0.889)
C (0.422, -0.157, 0.549)
C (0.577, -1.419, -0.321)
N (1.282, 0.780, -0.050)
N (-3.003, -0.437, 0.514)
O (3.025, 0.821, -1.538)
O (-1.850, 1.850, 1.668)
O (1.892, -1.113, -0.944)
P (-2.379, 1.029, 0.588)
Cl (-2.690, -1.412, 1.814)
Cl (-2.879, 2.055, -0.999)
H (-0.590, 0.132, 0.481)
H (0.806, -0.398, 1.496)
H (0.590, -2.306, 0.129)
H (-0.138, -1.343, -1.119)
H (2.871, 1.720, -1.380)

Properties
Gap between HOMO and LUMO, eV: 8.568
Strongest force on any atom, eV/A: 5.62
2S+1: 1

Computed natural (NBO) charges, given in elementary charges:
1. C 0.802
2. C -0.200
3. C -0.059
4. N -0.605
5. N -0.979
6. O -0.632
7. O -0.966
8. O -0.493
9. P 1.922
10. Cl 0.169
11. Cl -0.166
12. H 0.127
13. H 0.204
14. H 0.195
15. H 0.176
16. H 0.505

# 3
C4H8S2 | wB97M-V/def2-TZVPD

CARTESIAN COORDINATES (ANGSTROEM)
C (-2.152, -0.903, 0.469)
S (-1.340, 0.343, -0.544)
C (-0.119, 1.010, 0.496)
C (1.117, 1.543, -0.252)
C (1.162, 0.348, 0.705)
S (1.514, -1.183, -0.159)
H (-2.622, -1.874, -0.295)
H (-1.299, -1.486, 1.148)
H (-2.595, -0.513, 1.355)
H (-0.532, 1.546, 1.277)
H (0.984, 1.351, -1.325)
H (1.323, 2.504, 0.034)
H (1.271, 0.566, 1.895)
H (0.638, -0.650, -1.342)

Properties
SMILES: CS[C@@H]1C[C@@H]1S
Gap between HOMO and LUMO, eV: 9.360
Strongest force on any atom, eV/A: 5.53
2S+1: 1

Computed natural (NBO) charges, given in elementary charges:
1. C -0.808
2. S 0.262
3. C -0.417
4. C -0.403
5. C -0.394
6. S -0.045
7. H 0.265
8. H 0.226
9. H 0.223
10. H 0.218
11. H 0.227
12. H 0.219
13. H 0.271
14. H 0.157

# 4
C24H58FIN9O10PS | wB97M-V/def2-TZVPD

CARTESIAN COORDINATES (ANGSTROEM)
N (3.139, -6.371, 1.316)
C (3.438, -5.189, 0.465)
C (3.684, -3.920, 1.376)
C (4.992, -3.106, 1.043)
N (4.827, -1.921, 0.157)
P (3.866, -0.584, 0.817)
O (2.272, -0.799, 0.228)
I (3.597, -0.779, 3.265)
S (4.455, -2.330, -1.438)
O (3.118, -2.905, -1.659)
O (5.489, -3.221, -2.013)
F (4.484, -0.895, -2.252)
H (2.265, -6.752, 0.960)
H (3.875, -7.061, 1.175)
H (4.318, -5.311, -0.211)
H (2.556, -4.990, -0.192)
H (3.709, -4.230, 2.451)
H (2.798, -3.242, 1.272)
H (5.702, -3.816, 0.537)
H (5.501, -2.840, 2.006)
H (1.630, -0.694, 0.945)
C (0.138, 0.519, -2.251)
N (-1.084, 1.272, -2.053)
C (-0.998, 2.694, -1.762)
C (-2.303, 0.692, -2.131)
O (-3.366, 1.264, -1.976)
H (0.748, 0.583, -1.348)
H (0.688, 0.945, -3.094)
H (-0.078, -0.529, -2.460)
H (-1.471, 2.892, -0.798)
H (-1.528, 3.249, -2.529)
H (0.040, 3.015, -1.732)
H (-2.254, -0.384, -2.354)
C (8.897, 1.284, 3.555)
N (8.389, -0.038, 3.863)
C (9.239, -0.974, 4.575)
C (7.144, -0.425, 3.506)
O (6.658, -1.520, 3.732)
H (9.789, 1.191, 2.932)
H (9.155, 1.796, 4.485)
H (8.149, 1.870, 3.021)
H (9.384, -1.868, 3.964)
H (8.754, -1.267, 5.508)
H (10.204, -0.520, 4.791)
H (6.585, 0.360, 2.971)
C (3.730, 4.157, -0.711)
N (5.012, 3.537, -0.443)
C (6.163, 3.919, -1.241)
C (5.171, 2.610, 0.531)
O (6.217, 2.053, 0.807)
H (3.436, 3.945, -1.742)
H (3.816, 5.238, -0.574)
H (2.965, 3.773, -0.037)
H (6.560, 3.037, -1.748)
H (6.939, 4.322, -0.587)
H (5.880, 4.668, -1.978)
H (4.238, 2.394, 1.075)
C (-7.807, 0.259, 0.552)
N (-6.521, -0.350, 0.824)
C (-5.372, 0.041, 0.025)
C (-6.358, -1.272, 1.801)
O (-5.309, -1.821, 2.081)
H (-8.097, 0.042, -0.478)
H (-7.729, 1.340, 0.687)
H (-8.570, -0.129, 1.226)
H (-4.967, -0.838, -0.479)
H (-4.602, 0.452, 0.680)
H (-5.657, 0.786, -0.714)
H (-7.291, -1.496, 2.343)
C (-3.289, 7.455, -3.999)
N (-2.006, 6.840, -3.721)
C (-0.851, 7.230, -4.509)
C (-1.850, 5.912, -2.748)
O (-0.804, 5.361, -2.468)
H (-3.573, 7.244, -5.033)
H (-3.209, 8.535, -3.859)
H (-4.057, 7.065, -3.332)
H (-0.445, 6.353, -5.015)
H (-0.083, 7.637, -3.848)
H (-1.132, 7.980, -5.246)
H (-2.786, 5.687, -2.211)
C (-1.954, -3.678, -5.239)
N (-3.175, -2.924, -5.038)
C (-3.088, -1.505, -4.748)
C (-4.400, -3.502, -5.114)
O (-5.455, -2.925, -4.957)
H (-1.340, -3.617, -4.337)
H (-1.403, -3.256, -6.082)
H (-2.176, -4.724, -5.447)
H (-3.560, -1.306, -3.784)
H (-3.622, -0.945, -5.519)
H (-2.047, -1.184, -4.719)
H (-4.355, -4.580, -5.339)
C (-7.479, -4.285, 5.825)
N (-7.752, -2.886, 6.084)
C (-7.030, -1.876, 5.332)
C (-8.662, -2.489, 7.008)
O (-8.934, -1.336, 7.269)
H (-6.425, -4.490, 6.025)
H (-7.699, -4.507, 4.778)
H (-8.093, -4.922, 6.461)
H (-6.475, -1.239, 6.024)
H (-7.744, -1.258, 4.785)
H (-6.338, -2.344, 4.631)
H (-9.152, -3.332, 7.521)

Properties
SMILES: NCCCN(P(O)I)S(=O)(=O)F.CN(C)C=O.CN(C)C=O.CN(C)C=O.CN(C)C=O.CN(C)C=O.CN(C)C=O.CN(C)C=O
Gap between HOMO and LUMO, eV: 8.575
Strongest force on any atom, eV/A: 4.99
2S+1: 1

Mulliken population analysis, charges in e, atoms 1 to 99:
1. N -0.636
2. C -0.405
3. C -0.065
4. C -0.854
5. N 0.225
6. P 0.137
7. O -0.365
8. I -0.092
9. S 1.124
10. O -0.489
11. O -0.626
12. F -0.265
13. H 0.265
14. H 0.232
15. H 0.306
16. H 0.250
17. H 0.386
18. H 0.092
19. H 0.593
20. H -0.105
21. H 0.273
22. C -1.063
23. N 0.260
24. C -1.040
25. C 0.080
26. O -0.644
27. H 0.403
28. H 0.294
29. H 0.355
30. H 0.300
31. H 0.272
32. H 0.409
33. H 0.337
34. C -0.865
35. N 0.090
36. C -0.962
37. C 0.583
38. O -0.635
39. H 0.339
40. H 0.347
41. H 0.233
42. H 0.294
43. H 0.291
44. H 0.388
45. H -0.082
46. C -0.999
47. N 0.160
48. C -0.973
49. C 0.085
50. O -0.640
51. H 0.360
52. H 0.361
53. H 0.293
54. H 0.289
55. H 0.298
56. H 0.392
57. H 0.363
58. C -0.928
59. N 0.160
60. C -1.038
61. C 0.213
62. O -0.645
63. H 0.328
64. H 0.319
65. H 0.343
66. H 0.298
67. H 0.281
68. H 0.421
69. H 0.230
70. C -0.907
71. N 0.115
72. C -0.941
73. C 0.157
74. O -0.616
75. H 0.342
76. H 0.338
77. H 0.298
78. H 0.282
79. H 0.295
80. H 0.381
81. H 0.298
82. C -0.894
83. N 0.148
84. C -0.897
85. C 0.117
86. O -0.573
87. H 0.322
88. H 0.318
89. H 0.303
90. H 0.206
91. H 0.343
92. H 0.368
93. H 0.264
94. C -0.880
95. N 0.133
96. C -0.976
97. C 0.120
98. O -0.582
99. H 0.318

# 5
C21H35NO9S3 | wB97M-V/def2-TZVPD

CARTESIAN COORDINATES (ANGSTROEM)
C (-1.482, -3.864, -0.631)
C (-2.119, -2.488, -1.023)
N (-2.253, -2.320, -2.474)
C (-1.160, -1.602, -3.090)
C (0.273, -2.144, -2.912)
C (0.974, -1.822, -1.593)
O (1.774, -2.607, -1.145)
O (0.683, -0.671, -0.864)
O (-1.416, -1.892, -4.510)
C (-1.485, -0.696, -5.156)
O (-1.000, -0.401, -6.210)
O (-2.193, 0.115, -4.288)
C (-1.415, -0.065, -3.054)
C (-0.231, 0.894, -3.246)
C (-0.073, 1.871, -2.078)
O (-0.986, 2.109, -1.319)
C (1.262, 2.550, -1.877)
C (2.419, 1.941, -2.288)
C (3.649, 2.521, -2.079)
C (3.681, 3.734, -1.446)
C (2.521, 4.356, -1.064)
C (1.299, 3.787, -1.271)
H (-1.988, -4.235, 0.266)
H (-1.618, -4.589, -1.438)
H (-0.420, -3.783, -0.398)
H (-1.519, -1.709, -0.548)
H (-3.116, -2.475, -0.572)
H (-2.352, -3.221, -2.923)
H (0.316, -3.214, -3.125)
H (0.878, -1.669, -3.698)
H (1.295, 0.015, -1.169)
H (-2.133, 0.266, -2.306)
H (-0.382, 1.528, -4.125)
H (0.698, 0.353, -3.421)
H (2.437, 0.980, -2.792)
H (4.540, 2.010, -2.420)
H (4.636, 4.209, -1.250)
H (2.595, 5.323, -0.580)
H (0.394, 4.296, -0.967)
C (-1.386, 1.392, 1.799)
S (-1.491, 2.749, 2.972)
O (-0.129, 3.337, 3.098)
C (-1.772, 1.724, 4.423)
H (-1.174, 1.808, 0.816)
H (-0.583, 0.714, 2.091)
H (-2.338, 0.861, 1.772)
H (-0.944, 1.025, 4.546)
H (-2.711, 1.181, 4.305)
H (-1.836, 2.370, 5.299)
C (3.555, -5.800, -2.909)
S (1.891, -6.185, -3.468)
O (0.982, -5.181, -2.853)
C (1.718, -7.704, -2.522)
H (3.852, -4.852, -3.353)
H (3.568, -5.715, -1.822)
H (4.237, -6.585, -3.237)
H (1.853, -7.494, -1.461)
H (2.458, -8.428, -2.863)
H (0.718, -8.098, -2.693)
C (-2.947, 5.530, 7.627)
S (-1.402, 4.696, 7.235)
O (-1.659, 3.233, 7.313)
C (-0.551, 5.169, 8.747)
H (-3.652, 5.333, 6.822)
H (-3.347, 5.146, 8.566)
H (-2.771, 6.603, 7.702)
H (-1.108, 4.809, 9.613)
H (-0.454, 6.254, 8.783)
H (0.438, 4.716, 8.735)

Properties
Gap between HOMO and LUMO, eV: 8.547
Strongest force on any atom, eV/A: 2.06
2S+1: 1

Computed natural (NBO) charges, given in elementary charges:
1. C -0.633
2. C -0.244
3. N -0.635
4. C 0.425
5. C -0.596
6. C 0.791
7. O -0.527
8. O -0.741
9. O -0.526
10. C 0.977
11. O -0.552
12. O -0.514
13. C 0.047
14. C -0.554
15. C 0.603
16. O -0.549
17. C -0.191
18. C -0.156
19. C -0.225
20. C -0.184
21. C -0.199
22. C -0.147
23. H 0.209
24. H 0.208
25. H 0.222
26. H 0.208
27. H 0.196
28. H 0.378
29. H 0.318
30. H 0.243
31. H 0.498
32. H 0.255
33. H 0.278
34. H 0.217
35. H 0.194
36. H 0.220
37. H 0.218
38. H 0.221
39. H 0.240
40. C -0.843
41. S 1.240
42. O -0.995
43. C -0.843
44. H 0.262
45. H 0.227
46. H 0.222
47. H 0.226
48. H 0.219
49. H 0.272
50. C -0.830
51. S 1.260
52. O -1.001
53. C -0.831
54. H 0.242
55. H 0.238
56. H 0.227
57. H 0.233
58. H 0.229
59. H 0.241
60. C -0.832
61. S 1.264
62. O -0.992
63. C -0.831
64. H 0.241
65. H 0.229
66. H 0.228
67. H 0.229
68. H 0.228
69. H 0.243

# 6
H19O10 | wB97M-V/def2-TZVPD

CARTESIAN COORDINATES (ANGSTROEM)
O (1.917, -3.457, 2.149)
H (1.975, -2.595, 2.597)
H (2.417, 2.683, 1.623)
O (-0.180, -3.243, -1.608)
H (-0.024, -2.688, -2.432)
H (1.503, 1.946, -1.458)
O (-0.638, 2.889, -2.692)
H (-1.107, -2.924, -1.450)
H (-0.658, 2.208, -1.942)
O (-0.476, -0.071, 1.356)
H (-2.102, -1.930, 0.745)
H (1.832, -3.043, 1.050)
O (-2.064, -1.666, -0.111)
H (2.278, 1.674, 0.333)
H (-0.819, 1.211, 1.247)
O (1.285, -2.441, -0.083)
H (0.399, -2.396, 0.064)
H (1.497, -1.540, 0.421)
O (-0.234, 2.314, 1.190)
H (0.388, 2.293, 1.897)
H (-2.983, 1.951, -0.447)
O (-2.957, 1.056, -0.189)
H (-2.329, 0.766, 0.326)
H (-1.643, -0.806, 0.143)
O (2.688, 1.857, 1.205)
H (-1.388, 2.824, -3.340)
O (0.863, 1.381, -1.038)
H (0.169, 0.014, 0.655)
H (0.392, 1.732, -0.210)

Properties
Total charge: -1
Gap between HOMO and LUMO, eV: 8.892
Strongest force on any atom, eV/A: 7.96
2S+1: 1

Computed natural (NBO) charges, given in elementary charges:
1. O -1.053
2. H 0.440
3. H 0.471
4. O -0.956
5. H 0.461
6. H 0.480
7. O -0.999
8. H 0.493
9. H 0.515
10. O -1.143
11. H 0.463
12. H 0.482
13. O -0.987
14. H 0.494
15. H 0.492
16. O -0.861
17. H 0.502
18. H 0.477
19. O -1.108
20. H 0.456
21. H 0.476
22. O -0.947
23. H 0.465
24. H 0.491
25. O -0.981
26. H 0.468
27. O -1.041
28. H 0.431
29. H 0.518

Question: Which formula does entry 2 have?
Answer: C3H5Cl2N2O3P